DFT (ωB97M-V/def2-TZVPD) results for BH20NiO8 as an isolated structure.

Positions of all 30 atoms, in Å:
1 Ni 2.481 1.529 0.494
2 B -0.234 -0.685 -0.685
3 H -0.587 -0.707 0.335
4 H -0.207 0.285 -1.157
5 H 0.772 -1.048 -0.830
6 H -0.923 -1.294 -1.250
7 O -4.407 0.332 -2.817
8 H -3.597 -0.158 -2.675
9 H -4.183 0.976 -3.489
10 O 1.011 2.649 3.774
11 H 0.284 2.224 4.229
12 H 1.035 3.535 4.135
13 O -2.921 -4.217 1.599
14 H -3.816 -4.455 1.358
15 H -2.862 -3.281 1.407
16 O -3.163 0.839 5.099
17 H -3.526 0.008 5.407
18 H -3.552 0.964 4.234
19 O 3.772 -1.406 2.530
20 H 3.926 -1.344 3.472
21 H 3.483 -2.308 2.392
22 O 1.759 4.756 -1.278
23 H 0.839 4.974 -1.428
24 H 2.246 5.431 -1.751
25 O -0.576 -3.316 -4.999
26 H -0.502 -2.890 -4.145
27 H -1.468 -3.662 -5.019
28 O 4.696 0.824 -2.712
29 H 5.077 1.447 -3.330
30 H 5.142 -0.002 -2.898

Output
2S+1 = 1
relative energy (zero: lowest compared OMol25 entry of this formula, charge and spin) = 182.4 kcal/mol
frontier orbital gap = 3.31 eV
energy = -2146.3564 Eh
net charge = +1
maximum force = 5.55 eV/Å